# 1
{"formula": "C56H165N28O9P9", "method": "ωB97M-V/def2-TZVPD", "species": ["C", "C", "N", "H", "H", "H", "O", "P", "N", "C", "C", "N", "C", "C", "N", "C", "C", "H", "H", "H", "H", "H", "H", "H", "H", "H", "H", "H", "H", "H", "H", "H", "H", "H", "H", "O", "P", "N", "C", "C", "N", "C", "C", "N", "C", "C", "H", "H", "H", "H", "H", "H", "H", "H", "H", "H", "H", "H", "H", "H", "H", "H", "H", "H", "O", "P", "N", "C", "C", "N", "C", "C", "N", "C", "C", "H", "H", "H", "H", "H", "H", "H", "H", "H", "H", "H", "H", "H", "H", "H", "H", "H", "H", "O", "P", "N", "C", "C", "N", "C", "C", "N", "C", "C", "H", "H", "H", "H", "H", "H", "H", "H", "H", "H", "H", "H", "H", "H", "H", "H", "H", "H", "O", "P", "N", "C", "C", "N", "C", "C", "N", "C", "C", "H", "H", "H", "H", "H", "H", "H", "H", "H", "H", "H", "H", "H", "H", "H", "H", "H", "H", "O", "P", "N", "C", "C", "N", "C", "C", "N", "C", "C", "H", "H", "H", "H", "H", "H", "H", "H", "H", "H", "H", "H", "H", "H", "H", "H", "H", "H", "O", "P", "N", "C", "C", "N", "C", "C", "N", "C", "C", "H", "H", "H", "H", "H", "H", "H", "H", "H", "H", "H", "H", "H", "H", "H", "H", "H", "H", "O", "P", "N", "C", "C", "N", "C", "C", "N", "C", "C", "H", "H", "H", "H", "H", "H", "H", "H", "H", "H", "H", "H", "H", "H", "H", "H", "H", "H", "O", "P", "N", "C", "C", "N", "C", "C", "N", "C", "C", "H", "H", "H", "H", "H", "H", "H", "H", "H", "H", "H", "H", "H", "H", "H", "H", "H", "H"], "xyz": [[0.782, -0.026, 1.057], [0.466, -0.236, -0.403], [0.182, -0.272, -1.493], [1.466, 0.838, 1.169], [1.424, -0.893, 1.360], [-0.182, 0.044, 1.547], [2.210, 1.471, 4.166], [3.124, 0.937, 5.200], [4.761, 1.066, 5.038], [5.436, 2.303, 5.532], [5.592, 0.215, 4.208], [2.911, -0.720, 5.262], [3.499, -1.441, 6.424], [1.678, -1.207, 4.871], [2.726, 1.678, 6.660], [3.487, 1.479, 7.870], [1.378, 2.155, 6.889], [4.676, 2.892, 6.063], [5.838, 2.860, 4.608], [6.252, 2.111, 6.304], [6.574, -0.041, 4.709], [5.848, 0.814, 3.341], [5.034, -0.703, 3.972], [2.882, -1.302, 7.375], [3.484, -2.532, 6.204], [4.505, -1.187, 6.696], [1.726, -2.340, 4.699], [0.859, -1.222, 5.598], [1.321, -0.825, 3.848], [3.098, 0.737, 8.564], [4.490, 1.130, 7.715], [3.580, 2.446, 8.402], [0.840, 1.564, 7.683], [0.775, 2.085, 5.988], [1.404, 3.219, 7.133], [5.297, 1.743, -6.009], [4.581, 0.671, -5.261], [3.501, 1.389, -4.279], [3.840, 2.659, -3.683], [2.551, 0.562, -3.617], [5.563, -0.358, -4.285], [6.661, -1.179, -4.910], [6.029, 0.204, -3.052], [3.732, -0.416, -6.180], [3.543, -1.849, -5.767], [2.739, 0.096, -7.112], [4.823, 3.069, -3.956], [3.832, 2.528, -2.612], [3.176, 3.461, -3.941], [2.529, -0.476, -4.057], [1.569, 1.010, -3.639], [2.732, 0.391, -2.560], [7.662, -0.620, -4.796], [6.689, -2.042, -4.274], [6.600, -1.494, -5.937], [6.812, 0.901, -3.129], [5.152, 0.724, -2.635], [6.268, -0.663, -2.375], [4.026, -2.427, -6.578], [3.939, -2.083, -4.803], [2.466, -2.089, -5.590], [2.512, -0.729, -7.742], [3.175, 0.938, -7.785], [1.814, 0.477, -6.662], [6.507, 3.938, 2.999], [5.980, 3.948, 1.627], [5.696, 2.363, 1.184], [4.589, 1.849, 0.383], [6.870, 1.550, 1.086], [6.866, 4.623, 0.409], [8.029, 5.544, 0.660], [6.512, 4.338, -0.985], [4.477, 4.651, 1.601], [4.034, 5.513, 0.532], [3.404, 4.111, 2.479], [3.793, 2.527, 0.353], [4.222, 0.912, 0.846], [4.848, 1.523, -0.592], [7.692, 1.984, 1.669], [7.168, 1.393, 0.024], [6.691, 0.519, 1.468], [7.820, 6.148, 1.529], [8.895, 4.934, 0.961], [8.180, 6.137, -0.253], [6.335, 5.232, -1.636], [7.266, 3.740, -1.489], [5.538, 3.721, -0.984], [3.379, 5.030, -0.210], [3.415, 6.343, 0.993], [4.818, 6.046, 0.055], [3.863, 3.363, 3.078], [2.539, 3.721, 1.924], [3.018, 4.917, 3.141], [-2.530, 0.967, 2.548], [-3.205, 1.692, 3.681], [-2.124, 2.701, 4.440], [-2.284, 3.500, 5.644], [-0.840, 3.063, 3.835], [-3.743, 0.806, 4.976], [-2.767, 0.258, 5.972], [-5.013, 0.061, 4.852], [-4.634, 2.428, 3.086], [-4.711, 2.530, 1.624], [-5.237, 3.476, 3.880], [-2.378, 4.606, 5.379], [-1.367, 3.365, 6.186], [-3.143, 3.208, 6.260], [-0.907, 2.772, 2.745], [0.038, 2.644, 4.301], [-0.805, 4.139, 3.846], [-3.360, -0.105, 6.789], [-2.197, -0.501, 5.495], [-2.173, 1.039, 6.340], [-5.703, 0.624, 4.231], [-4.898, -0.908, 4.458], [-5.465, -0.067, 5.852], [-4.060, 1.763, 1.127], [-5.708, 2.296, 1.320], [-4.463, 3.550, 1.292], [-6.316, 3.506, 3.651], [-4.852, 4.418, 3.688], [-5.067, 3.290, 4.939], [1.231, 5.341, -2.266], [-0.242, 5.388, -2.106], [-0.644, 6.469, -0.884], [0.031, 7.766, -1.018], [-1.656, 6.421, 0.149], [-1.095, 3.938, -1.726], [-1.234, 3.027, -2.810], [-0.531, 3.337, -0.585], [-1.062, 5.907, -3.516], [-0.566, 5.637, -4.838], [-2.478, 6.237, -3.424], [0.654, 7.778, -1.912], [0.626, 7.938, -0.081], [-0.711, 8.594, -1.121], [-1.146, 6.576, 1.133], [-2.216, 5.486, 0.073], [-2.364, 7.258, -0.055], [-2.147, 3.144, -3.387], [-0.382, 2.892, -3.441], [-1.281, 2.031, -2.360], [-0.178, 4.178, 0.031], [-1.239, 2.713, 0.052], [0.358, 2.706, -0.917], [-0.960, 4.697, -5.253], [-0.793, 6.316, -5.560], [0.500, 5.597, -4.665], [-2.675, 7.159, -4.007], [-2.702, 6.342, -2.361], [-3.050, 5.367, -3.733], [-1.792, -5.762, 3.101], [-2.372, -4.796, 4.031], [-3.914, -5.423, 4.337], [-4.323, -6.758, 3.964], [-4.946, -4.736, 4.963], [-2.809, -3.260, 3.588], [-3.769, -3.083, 2.457], [-1.786, -2.203, 3.688], [-1.472, -4.531, 5.411], [-0.978, -5.742, 6.101], [-2.179, -3.687, 6.365], [-3.878, -7.539, 4.636], [-4.011, -7.065, 2.995], [-5.424, -6.940, 3.995], [-5.889, -4.697, 4.303], [-4.726, -3.728, 5.235], [-5.183, -5.204, 5.917], [-4.093, -2.041, 2.424], [-3.219, -3.398, 1.534], [-4.694, -3.701, 2.531], [-2.400, -1.306, 3.693], [-1.164, -2.260, 4.615], [-1.159, -2.159, 2.810], [-1.810, -6.202, 6.614], [-0.491, -6.388, 5.382], [-0.243, -5.500, 6.818], [-2.695, -2.847, 5.888], [-1.432, -3.284, 7.053], [-2.821, -4.316, 6.922], [-3.392, -3.023, -6.824], [-2.789, -1.686, -6.771], [-1.715, -1.358, -5.537], [-2.322, -1.456, -4.149], [-0.420, -1.943, -5.619], [-3.922, -0.484, -6.498], [-3.722, 0.841, -5.783], [-5.312, -0.608, -6.924], [-1.939, -1.422, -8.159], [-1.755, -2.423, -9.131], [-1.291, -0.157, -8.558], [-1.832, -0.625, -3.622], [-2.080, -2.396, -3.626], [-3.357, -1.248, -4.193], [-0.411, -3.092, -5.712], [0.078, -1.779, -4.653], [0.106, -1.451, -6.433], [-2.713, 0.808, -5.385], [-3.880, 1.724, -6.360], [-4.457, 0.797, -4.969], [-5.483, -1.615, -7.426], [-6.022, -0.484, -6.120], [-5.599, 0.176, -7.551], [-0.654, -2.732, -9.254], [-2.178, -3.343, -8.760], [-2.223, -2.099, -10.083], [-0.152, -0.251, -8.612], [-1.545, 0.689, -7.895], [-1.616, -0.041, -9.644], [1.982, -2.961, 0.485], [1.765, -4.213, -0.247], [0.250, -4.520, -0.834], [-0.742, -4.881, 0.269], [-0.282, -3.538, -1.818], [2.093, -5.524, 0.728], [2.743, -5.358, 1.991], [1.811, -6.957, 0.331], [2.573, -4.173, -1.707], [3.798, -3.445, -1.913], [2.255, -5.191, -2.726], [-1.395, -5.722, -0.034], [-1.317, -4.007, 0.652], [-0.219, -5.206, 1.162], [-1.301, -3.759, -2.118], [0.337, -3.531, -2.718], [-0.266, -2.529, -1.438], [2.746, -4.268, 2.107], [2.145, -5.585, 2.874], [3.751, -5.777, 2.082], [0.733, -7.024, 0.241], [2.330, -7.222, -0.643], [2.116, -7.584, 1.168], [3.679, -2.478, -1.441], [4.625, -3.933, -1.433], [4.154, -3.328, -2.948], [1.984, -4.765, -3.731], [1.358, -5.830, -2.387], [3.167, -5.795, -2.925], [-5.735, -0.326, -3.075], [-5.385, -1.359, -2.076], [-6.222, -1.476, -0.611], [-5.974, -0.401, 0.442], [-7.651, -1.744, -0.723], [-3.873, -0.928, -1.531], [-3.144, -1.795, -0.601], [-3.446, 0.435, -1.558], [-5.503, -2.966, -2.523], [-5.600, -4.209, -1.845], [-5.227, -3.242, -3.959], [-6.627, 0.452, 0.224], [-4.922, -0.273, 0.562], [-6.369, -0.842, 1.375], [-8.244, -0.770, -0.725], [-7.987, -2.292, 0.076], [-7.866, -2.214, -1.674], [-2.119, -1.786, -0.761], [-3.195, -1.456, 0.459], [-3.512, -2.845, -0.669], [-4.257, 1.173, -1.272], [-2.580, 0.501, -0.956], [-3.251, 0.750, -2.545], [-6.352, -4.791, -2.386], [-4.642, -4.748, -1.880], [-5.860, -4.101, -0.746], [-4.242, -3.705, -4.098], [-5.238, -2.308, -4.576], [-6.102, -3.861, -4.240]], "fmax_ha_per_bohr": 0.09665, "total_charge": 0, "gap_ha": 0.31371, "relative_energy_ev": 0.000, "total_energy_ha": -7515.53025}



# 2
{"formula": "C56H38AlAsF4N4P2", "method": "ωB97M-V/def2-TZVPD", "species": ["Al", "C", "C", "C", "C", "C", "C", "P", "C", "C", "C", "C", "C", "C", "C", "C", "C", "C", "C", "C", "H", "H", "H", "H", "H", "H", "H", "H", "H", "H", "H", "H", "H", "H", "C", "C", "As", "C", "C", "C", "C", "C", "C", "C", "C", "C", "C", "C", "C", "P", "C", "C", "C", "C", "C", "C", "C", "C", "C", "C", "C", "C", "H", "H", "H", "H", "H", "H", "H", "H", "H", "H", "H", "H", "H", "H", "H", "H", "H", "H", "H", "H", "H", "H", "H", "H", "F", "C", "C", "F", "C", "C", "C", "F", "C", "C", "C", "N", "C", "N", "F", "C", "C", "N", "C", "N"], "xyz": [[-1.146, 0.610, 0.854], [3.378, 4.340, 1.493], [3.577, 3.207, 2.273], [2.497, 2.432, 2.665], [1.206, 2.806, 2.287], [1.006, 3.946, 1.508], [2.097, 4.708, 1.110], [-0.188, 1.747, 2.711], [-0.033, 1.166, 4.397], [-0.474, -0.119, 4.709], [-0.444, -0.566, 6.020], [0.034, 0.272, 7.019], [0.483, 1.551, 6.711], [0.452, 2.003, 5.402], [-1.719, 2.650, 2.368], [-2.278, 3.722, 3.061], [-3.431, 4.298, 2.558], [-4.006, 3.824, 1.380], [-3.449, 2.757, 0.693], [-2.295, 2.142, 1.183], [4.224, 4.942, 1.189], [4.576, 2.926, 2.580], [2.656, 1.552, 3.277], [0.005, 4.245, 1.221], [1.942, 5.596, 0.511], [-0.830, -0.781, 3.927], [-0.792, -1.563, 6.256], [0.062, -0.075, 8.043], [0.860, 2.196, 7.494], [0.811, 2.997, 5.161], [-1.825, 4.097, 3.971], [-3.889, 5.128, 3.080], [-4.904, 4.299, 1.003], [-3.917, 2.405, -0.218], [1.412, 1.411, -1.311], [2.076, 1.355, -2.682], [3.876, 2.190, -2.608], [4.497, 1.567, -4.347], [3.652, 1.458, -5.446], [4.153, 1.061, -6.680], [5.502, 0.775, -6.824], [6.352, 0.891, -5.732], [5.853, 1.289, -4.501], [4.637, 0.750, -1.520], [4.673, -0.570, -1.968], [5.206, -1.569, -1.168], [5.707, -1.260, 0.092], [5.680, 0.050, 0.544], [5.147, 1.052, -0.262], [0.132, 0.135, -1.073], [-1.095, 0.185, -2.392], [-1.859, -0.946, -2.683], [-2.882, -0.863, -3.616], [-3.150, 0.342, -4.251], [-2.398, 1.471, -3.954], [-1.373, 1.397, -3.023], [0.957, -1.457, -1.033], [1.400, -1.940, 0.199], [2.106, -3.131, 0.261], [2.365, -3.839, -0.903], [1.929, -3.360, -2.132], [1.225, -2.168, -2.204], [1.002, 2.399, -1.087], [2.130, 1.188, -0.509], [1.459, 1.858, -3.424], [2.226, 0.323, -3.006], [2.596, 1.688, -5.360], [3.487, 0.982, -7.530], [5.892, 0.468, -7.785], [7.407, 0.675, -5.840], [6.527, 1.374, -3.655], [4.322, -0.815, -2.965], [5.251, -2.587, -1.535], [6.139, -2.038, 0.709], [6.097, 0.297, 1.512], [5.142, 2.078, 0.087], [-1.646, -1.891, -2.196], [-3.464, -1.743, -3.854], [-3.944, 0.401, -4.984], [-2.605, 2.408, -4.452], [-0.791, 2.283, -2.798], [1.204, -1.382, 1.109], [2.454, -3.503, 1.216], [2.911, -4.772, -0.855], [2.139, -3.914, -3.037], [0.882, -1.797, -3.162], [-4.345, -2.023, -0.071], [-5.085, -2.896, 0.610], [-6.193, -3.399, 0.039], [-6.500, -3.011, -1.175], [-7.054, -4.341, 0.728], [-6.625, -4.693, 2.067], [-5.513, -4.181, 2.627], [-5.177, -4.543, 3.851], [-4.664, -3.252, 1.933], [-3.526, -2.734, 2.518], [-2.655, -1.836, 1.870], [-1.940, -1.112, 1.335], [-3.053, -3.024, 3.843], [-2.541, -3.204, 4.857], [-7.342, -5.543, 2.758], [-8.184, -4.854, 0.164], [-9.049, -5.778, 0.832], [-9.785, -6.526, 1.299], [-8.625, -4.520, -1.156], [-8.988, -4.246, -2.211]], "fmax_ha_per_bohr": 0.01293, "total_charge": 2, "gap_ha": [0.14924, 0.14913], "relative_energy_ev": 0.000, "total_energy_ha": -5935.63000}



# 3
{"formula": "C56H42Cl5N6O4PZr", "method": "ωB97M-V/def2-TZVPD", "species": ["Zr", "O", "C", "C", "C", "C", "C", "C", "C", "N", "C", "C", "N", "C", "C", "C", "C", "C", "C", "C", "O", "H", "H", "H", "H", "H", "H", "H", "H", "H", "H", "H", "H", "H", "H", "C", "O", "C", "C", "C", "C", "C", "C", "N", "N", "C", "C", "C", "C", "O", "C", "N", "C", "C", "C", "C", "H", "H", "H", "H", "H", "H", "H", "H", "H", "H", "H", "H", "N", "C", "C", "C", "C", "C", "C", "P", "C", "C", "C", "C", "C", "C", "C", "C", "C", "C", "C", "C", "H", "H", "H", "H", "H", "H", "H", "H", "H", "H", "H", "H", "H", "H", "H", "H", "Cl", "C", "C", "C", "Cl", "C", "Cl", "C", "Cl", "C", "Cl"], "xyz": [[0.349, -1.186, -0.382], [-1.431, -0.190, 0.117], [-2.679, -0.076, -0.248], [-3.690, 0.198, 0.697], [-5.009, 0.243, 0.309], [-5.389, 0.065, -1.026], [-4.409, -0.126, -1.970], [-3.057, -0.210, -1.601], [-2.050, -0.175, -2.632], [-0.795, -0.382, -2.489], [0.038, 0.100, -3.589], [0.985, 1.127, -2.968], [1.732, 0.329, -2.023], [2.952, 0.086, -2.297], [3.625, -1.095, -1.798], [5.016, -1.161, -1.685], [5.632, -2.348, -1.356], [4.851, -3.495, -1.207], [3.479, -3.463, -1.356], [2.833, -2.249, -1.619], [1.503, -2.183, -1.728], [-3.411, 0.347, 1.729], [-5.769, 0.424, 1.061], [-6.431, 0.106, -1.312], [-4.668, -0.206, -3.021], [-2.416, 0.155, -3.611], [-0.575, 0.546, -4.379], [0.623, -0.725, -4.001], [0.412, 1.899, -2.457], [1.637, 1.570, -3.730], [3.477, 0.694, -3.043], [5.600, -0.261, -1.847], [6.705, -2.394, -1.229], [5.328, -4.438, -0.966], [2.879, -4.350, -1.227], [0.299, 8.591, -4.060], [1.050, 7.876, -3.098], [0.515, 7.743, -1.859], [1.299, 7.051, -0.933], [0.837, 6.831, 0.347], [-0.416, 7.316, 0.723], [-1.160, 8.060, -0.175], [-0.718, 8.256, -1.478], [-0.979, 7.187, 2.040], [-1.020, 6.104, 2.630], [-0.516, 4.909, 2.002], [0.529, 4.257, 2.587], [1.041, 3.079, 2.016], [0.508, 2.576, 0.858], [0.959, 1.412, 0.273], [-0.626, 3.194, 0.262], [-1.172, 2.644, -0.852], [-2.257, 3.181, -1.337], [-2.900, 4.307, -0.780], [-2.341, 4.900, 0.311], [-1.160, 4.355, 0.868], [0.890, 8.579, -4.971], [0.136, 9.625, -3.747], [-0.666, 8.110, -4.246], [2.272, 6.694, -1.242], [1.458, 6.293, 1.049], [-2.102, 8.484, 0.150], [-1.329, 8.823, -2.165], [0.971, 4.655, 3.492], [1.868, 2.576, 2.496], [-2.675, 2.714, -2.224], [-3.812, 4.685, -1.222], [-2.796, 5.769, 0.767], [-1.430, -2.799, -0.861], [-2.424, -3.136, 0.126], [-3.624, -3.672, -0.332], [-4.587, -4.124, 0.550], [-4.329, -4.092, 1.911], [-3.146, -3.537, 2.364], [-2.197, -2.989, 1.497], [-0.778, -2.013, 2.151], [-1.570, -0.695, 3.173], [-1.093, 0.597, 3.003], [-1.629, 1.665, 3.711], [-2.654, 1.448, 4.617], [-3.116, 0.157, 4.831], [-2.573, -0.903, 4.123], [-0.102, -3.039, 3.501], [0.557, -2.400, 4.548], [1.140, -3.136, 5.568], [1.057, -4.520, 5.560], [0.396, -5.165, 4.524], [-0.173, -4.430, 3.495], [-0.717, -3.544, -0.849], [-1.866, -2.753, -1.772], [-3.790, -3.751, -1.400], [-5.516, -4.532, 0.173], [-5.044, -4.490, 2.619], [-2.941, -3.549, 3.423], [-0.304, 0.769, 2.288], [-1.250, 2.665, 3.545], [-3.083, 2.279, 5.164], [-3.899, -0.029, 5.556], [-2.941, -1.895, 4.330], [0.628, -1.319, 4.567], [1.659, -2.625, 6.368], [1.506, -5.096, 6.359], [0.333, -6.245, 4.507], [-0.656, -4.940, 2.673], [3.385, 3.137, -0.281], [3.367, 1.617, 0.543], [2.192, 0.883, 0.664], [2.132, -0.454, 1.015], [0.884, -3.774, 0.537], [3.310, -0.966, 1.563], [3.344, -2.540, 2.270], [4.494, -0.226, 1.599], [5.933, -0.880, 2.281], [4.537, 1.045, 1.025], [6.019, 1.910, 0.903]], "fmax_ha_per_bohr": 0.01029, "total_charge": 0, "gap_ha": 0.28122, "relative_energy_ev": 0.445, "total_energy_ha": -5478.19359}



> Number 2 is which compound?

C56H38AlAsF4N4P2